1.
Computed, not measured: a cluster of 5 separate species, C2H12O6 in total, with ωB97M-V/def2-TZVPD.

Its lowest unoccupied orbital energy is 0.243 eV. As for the HOMO energy: -10.67 eV. The energy above the lowest of the compared OMol25 structures with the same formula, charge and spin is 48.7 kJ/mol. For the HOMO-LUMO gap, the calculation gives 0.40101 Eh.

Geometry as XYZ:
```
20
Properties=species:S:1:pos:R:3:forces:R:3
O 0.881 -0.351 -1.088 0.3 -0.4 -0.1
C 1.146 0.788 -0.790 -1.3 0.6 -0.4
O 0.479 1.831 -1.349 0.3 -0.4 0.2
C 2.074 1.190 0.290 0.5 -0.4 1.2
H -0.165 1.460 -2.003 0.5 0.0 0.0
H 3.127 0.962 0.113 -0.1 0.3 -0.5
H 1.869 0.554 1.154 -0.3 -0.1 -0.1
H 1.907 2.198 0.639 0.2 0.3 -0.3
H 0.636 -1.725 2.697 -0.1 0.0 -0.1
H -0.717 -1.167 2.251 0.1 0.0 -0.2
O -0.272 -1.986 2.507 0.1 0.0 0.1
H -0.521 -0.362 -3.354 0.1 0.0 0.1
H -1.582 0.120 -2.377 -0.1 -0.2 -0.1
O -1.098 0.387 -3.167 -0.2 0.2 0.1
H -0.828 -1.895 -0.847 0.6 -0.2 0.4
H -1.177 -2.945 0.296 0.5 0.3 -0.1
O -1.526 -2.350 -0.373 -1.0 0.1 -0.3
H -1.711 1.231 1.086 0.0 0.0 -0.1
H -1.482 1.076 2.585 0.2 0.1 -0.3
O -1.038 0.983 1.728 -0.2 -0.1 0.4
```
Positions in Å, forces in eV/Å.

=====

2.
Computed, not measured: an isolated molecule of C7H3F9O3, with ωB97M-V/def2-TZVPD.

Its lowest unoccupied orbital energy is 0.493 eV. As for the HOMO energy: -9.37 eV. The energy above the lowest of the compared OMol25 structures with the same formula, charge and spin is 121.4 kJ/mol. For the HOMO-LUMO gap, the calculation gives 0.36246 Eh.

Geometry as XYZ:
```
22
Properties=species:S:1:pos:R:3:forces:R:3
O 0.174 -0.600 -2.821 0.0 0.0 -0.7
F -1.033 -1.875 4.830 -1.8 1.4 0.0
F -3.085 -0.873 5.282 0.5 -0.7 1.1
F -3.109 0.513 3.085 0.9 -0.6 -0.4
F -0.997 1.600 1.455 1.0 -2.8 -0.1
F -2.002 -0.115 0.584 -2.2 0.2 -1.7
F -0.925 1.292 -1.418 0.3 -0.4 1.1
F 1.088 1.746 -0.508 -1.3 -0.5 -0.4
F 1.333 -0.330 0.991 -0.1 -0.1 -1.3
F -0.104 -1.532 -0.259 0.6 1.4 1.2
O 2.168 0.535 -2.665 -1.6 0.9 1.1
O -1.102 -0.576 2.457 2.2 1.5 -2.3
C 0.860 0.197 -2.259 2.1 -1.7 -2.3
C -2.008 -0.971 4.529 -0.1 0.6 -2.8
C -2.098 -0.334 3.324 0.4 -0.9 2.8
C 2.709 0.241 -3.983 -0.3 -0.6 -1.2
C -0.926 0.187 1.242 -1.9 0.5 1.8
C 0.231 0.749 -1.001 3.2 1.8 1.3
C 0.205 -0.289 0.256 -0.9 0.1 0.3
H 3.467 -0.556 -3.891 -0.5 0.3 0.2
H 3.228 1.087 -4.539 -0.8 -0.4 1.6
H 1.925 -0.094 -4.690 0.2 0.0 0.7
```
Positions in Å, forces in eV/Å.

=====

3.
Computed, not measured: a cluster of 9 separate species, C31H57F2NO20S6 in total, with ωB97M-V/def2-TZVPD.

Its lowest unoccupied orbital energy (spin up / spin down) is 1.805 / 1.803 eV. As for the HOMO energy (spin up / spin down): -1.22 / -5.04 eV. As for the multiplicity: 2. As for the charge: -1. For the HOMO-LUMO gap (spin up / spin down), the calculation gives 0.11100 / 0.25166 Eh.

Geometry as XYZ:
```
117
Properties=species:S:1:pos:R:3:forces:R:3
C 0.009 0.240 1.332 -0.7 -1.6 0.1
N -0.969 -0.302 0.331 4.9 -0.2 4.4
O -1.791 0.454 -0.103 -4.8 4.4 -2.8
O -0.832 -1.488 -0.028 0.3 -3.0 -1.2
H 0.766 0.935 0.970 0.1 0.2 -0.7
H 0.493 -0.649 1.736 0.2 0.3 -0.1
H -0.484 0.721 2.176 -0.4 0.2 -0.1
C 5.300 0.336 -0.538 -1.6 -0.8 -0.8
C 6.531 0.784 -1.330 -1.4 -1.0 -1.8
C 6.146 2.118 -1.911 -1.0 1.1 0.7
S 4.224 2.195 -2.250 2.3 -0.2 -1.7
O 4.004 2.200 -3.746 0.2 -0.4 3.6
O 3.709 3.278 -1.442 -0.3 -0.1 -0.3
C 3.935 0.594 -1.381 1.3 1.2 -0.2
H 5.366 0.747 0.469 -0.7 0.2 -0.1
H 5.211 -0.748 -0.471 0.6 -0.1 0.5
H 6.609 0.121 -2.192 0.5 -0.5 0.1
H 7.452 0.774 -0.748 -0.2 0.2 0.0
H 6.664 2.495 -2.793 0.0 -0.2 0.1
H 6.276 2.748 -1.031 -0.3 1.0 -0.5
H 3.814 -0.071 -2.237 0.2 -0.5 0.3
H 3.004 0.633 -0.816 0.2 0.1 0.1
C -4.599 0.292 -3.822 -1.5 -0.4 1.1
C -3.613 -0.624 -3.039 0.5 -1.1 -1.3
C -4.271 -1.139 -1.752 -0.8 1.4 -2.0
S -5.987 -1.495 -2.421 1.6 -1.4 0.3
O -6.910 -0.784 -1.565 -0.6 -0.1 -0.1
O -6.090 -2.936 -2.670 -0.4 1.3 0.3
C -5.928 -0.626 -4.056 2.2 0.2 1.2
H -4.271 0.748 -4.756 0.3 -0.2 0.2
H -4.863 1.079 -3.116 -0.2 0.4 -0.3
H -2.617 -0.301 -2.735 -0.2 0.9 -0.2
H -3.388 -1.421 -3.749 0.0 -0.5 0.2
H -4.289 -0.210 -1.181 -0.5 -0.3 0.7
H -3.709 -1.909 -1.224 -0.5 -0.3 -0.2
H -6.917 -0.201 -4.228 0.3 0.5 0.2
H -5.701 -1.337 -4.850 -0.1 -0.2 0.3
C -5.903 2.466 0.294 0.7 -0.2 3.4
C -7.202 2.229 1.265 1.5 0.4 -0.2
C -6.878 2.892 2.602 1.6 0.5 -0.1
S -5.118 2.559 2.940 -0.3 -2.5 -0.8
O -5.012 1.306 3.691 0.0 1.0 -0.8
O -4.533 3.740 3.484 0.5 1.2 0.7
C -4.542 2.354 1.198 -1.9 -1.7 0.6
H -5.715 3.525 0.118 -1.3 0.0 -1.3
H -5.985 1.716 -0.492 0.5 0.6 -0.3
H -7.384 1.178 1.490 0.4 -0.2 -0.4
H -8.105 2.575 0.762 0.1 0.3 0.2
H -7.381 2.613 3.529 -0.3 0.0 -0.3
H -6.657 3.960 2.575 -1.2 0.4 -0.3
H -4.158 1.334 1.232 0.3 0.1 -0.3
H -3.744 3.066 0.989 -0.3 0.0 -0.1
C 0.990 -4.062 -2.620 -2.1 0.7 0.7
C 0.732 -5.223 -3.549 -0.9 0.7 0.4
C -0.760 -5.554 -3.400 -1.1 -0.9 -0.2
S -1.736 -4.030 -3.017 1.5 0.0 -0.9
O -2.324 -4.090 -1.666 0.3 -0.1 -2.5
O -2.396 -3.615 -4.287 0.1 -0.8 2.4
C -0.216 -3.131 -2.955 1.4 1.9 0.3
H 1.951 -3.576 -2.792 -0.2 0.0 0.3
H 0.795 -4.328 -1.581 0.8 -0.2 0.2
H 1.404 -6.050 -3.321 -0.2 -0.2 -0.6
H 0.789 -4.775 -4.541 0.7 -0.7 -0.3
H -1.008 -6.278 -2.624 0.2 -0.1 0.0
H -1.169 -5.863 -4.362 -0.1 -0.3 0.2
H -0.386 -2.297 -2.274 0.2 0.0 0.5
H 0.033 -2.687 -3.919 -0.7 -0.1 -0.3
C 2.277 1.946 3.942 1.5 -0.7 0.6
C 2.790 3.144 4.732 0.1 1.5 -1.3
C 4.296 2.932 5.031 -0.1 -0.8 -0.7
S 5.060 2.124 3.523 -2.4 -2.6 0.0
O 5.866 0.914 3.888 -1.1 2.6 -0.4
O 5.538 3.096 2.577 0.7 0.2 0.1
C 3.346 1.506 2.892 0.4 0.9 0.7
H 1.321 2.074 3.433 0.0 0.0 0.4
H 2.217 1.309 4.825 -0.5 -1.4 -0.9
H 2.132 3.302 5.586 0.5 -0.3 0.5
H 2.587 4.050 4.161 0.7 0.3 -0.2
H 4.434 2.073 5.689 0.0 0.4 0.6
H 4.880 3.812 5.302 -0.1 -0.2 0.1
H 3.393 0.449 2.628 0.1 0.1 0.4
H 3.148 2.056 1.973 0.3 0.2 -0.1
C 0.162 3.036 -1.929 -0.3 0.1 -0.3
C 0.749 4.075 -2.891 -0.1 -0.5 0.0
C -0.464 4.595 -3.633 -1.0 0.8 -0.7
S -1.467 3.092 -4.133 -0.6 2.1 3.8
O -1.155 2.738 -5.466 0.4 -0.9 -1.6
O -2.875 3.358 -3.764 1.8 -0.6 -0.5
C -0.644 2.040 -2.809 0.2 0.0 -0.5
H -0.474 3.560 -1.216 -0.1 -0.3 0.1
H 1.002 2.594 -1.393 -0.3 -0.5 0.1
H 1.444 3.514 -3.516 -0.1 0.2 -0.6
H 1.390 4.790 -2.375 -0.4 0.3 0.0
H -0.404 5.362 -4.405 1.0 -0.9 -1.2
H -1.149 5.249 -3.094 -0.2 -0.8 1.4
H 0.042 1.345 -3.292 0.2 0.3 -0.4
H -1.366 1.366 -2.348 -0.3 0.6 0.5
C 0.237 -3.760 3.563 -0.5 -5.0 -2.3
C 0.492 -4.014 4.996 -2.2 0.9 2.1
O 0.641 -2.718 5.487 0.4 0.4 0.8
C 0.601 -1.867 4.462 -1.0 5.1 1.4
O 0.540 -0.659 4.559 0.8 -1.6 0.5
O 0.454 -2.467 3.338 0.7 1.1 -2.5
F 1.585 -4.679 5.369 1.2 -1.2 -0.4
H -0.697 -4.105 3.120 -0.9 0.6 0.9
H 0.812 -4.454 2.951 1.2 0.4 -0.1
H -0.359 -4.395 5.561 0.1 -0.7 -0.2
C 3.870 -3.988 2.934 -1.4 -3.3 1.2
C 4.304 -2.621 3.055 -1.1 1.5 0.0
O 3.231 -1.932 2.361 1.5 1.1 1.5
C 2.760 -2.757 1.452 -3.2 1.1 -4.2
O 2.005 -2.439 0.531 2.4 -1.0 2.6
O 3.225 -3.974 1.664 0.2 -1.9 0.1
F 5.404 -2.569 2.294 1.4 1.2 -0.3
H 3.197 -4.373 3.700 -0.8 0.9 0.1
H 4.575 -4.810 3.061 0.9 0.6 -1.0
H 4.378 -2.130 4.026 0.5 -0.1 -0.1
```
Positions in Å, forces in eV/Å.

=====

4.
Computed, not measured: a structure of composition C20H43CoN2P3S2, with ωB97M-V/def2-TZVPD.

Its lowest unoccupied orbital energy (spin up / spin down) is -8.479 / -11.470 eV. As for the HOMO energy (spin up / spin down): -15.23 / -17.07 eV. As for the multiplicity: 5. As for the charge: +3. For the HOMO-LUMO gap (spin up / spin down), the calculation gives 0.24809 / 0.20578 Eh.

Geometry as XYZ:
```
71
Properties=species:S:1:pos:R:3:forces:R:3
Co 0.829 -0.472 0.342 1.0 -0.9 0.6
P 2.287 1.129 -0.447 1.8 2.9 -1.6
P 1.320 0.158 2.524 1.0 0.9 3.3
P -0.079 -0.710 -1.775 -1.0 -0.4 -3.1
H -1.298 0.823 1.741 0.8 -0.1 -0.1
C -1.189 0.164 0.878 -2.0 -3.5 1.2
C -1.032 -1.265 1.111 -2.7 3.4 -0.3
H -1.014 -1.629 2.135 0.9 0.2 -0.1
C 1.715 2.894 -0.611 -0.4 -0.4 0.3
C 3.889 1.468 0.436 -0.4 -0.5 0.4
C 3.063 0.975 -2.132 -0.4 -0.5 0.1
C 0.242 -0.472 3.889 -0.1 -0.1 -0.4
C 2.947 -0.167 3.357 0.0 0.0 -0.3
C 1.153 1.966 2.888 -0.1 -0.1 -0.5
C -1.670 -1.639 -1.955 0.2 0.1 0.3
C 0.827 -1.524 -3.171 0.1 0.0 0.4
C -0.608 0.848 -2.623 0.2 0.0 0.4
H -1.843 0.492 0.068 0.7 -0.1 -0.3
H -1.559 -1.961 0.464 0.7 0.1 -0.4
H 2.506 3.552 -0.994 -0.1 -0.3 0.1
H 1.382 3.259 0.363 0.0 0.1 -0.1
H 0.857 2.932 -1.286 0.1 0.1 0.0
H 4.471 2.232 -0.093 -0.3 -0.2 0.0
H 4.474 0.544 0.484 0.0 0.1 0.0
H 3.712 1.814 1.456 0.1 0.0 -0.1
H 3.759 1.802 -2.312 -0.2 -0.1 0.2
H 2.304 0.989 -2.917 0.2 0.0 0.1
H 3.608 0.030 -2.195 0.0 0.1 0.0
H 0.573 -0.047 4.843 0.0 -0.1 -0.2
H 0.305 -1.562 3.941 0.0 0.1 0.1
H -0.800 -0.192 3.717 0.1 0.0 0.2
H 3.076 0.504 4.213 -0.1 -0.1 -0.2
H 3.779 -0.033 2.666 -0.1 0.0 0.2
H 2.961 -1.197 3.719 0.0 0.1 0.0
H 1.220 2.161 3.965 0.0 -0.2 -0.2
H 0.187 2.313 2.512 0.1 0.1 0.1
H 1.939 2.530 2.382 -0.1 0.0 0.1
H -1.990 -1.613 -3.002 0.1 0.0 0.2
H -2.447 -1.187 -1.334 0.0 -0.1 -0.1
H -1.539 -2.678 -1.645 0.0 0.1 -0.1
H 0.256 -1.437 -4.102 0.0 0.0 0.2
H 0.967 -2.584 -2.946 0.0 0.1 0.0
H 1.810 -1.073 -3.312 -0.1 -0.1 0.0
H -1.152 0.631 -3.549 0.2 -0.1 0.2
H 0.259 1.467 -2.861 -0.2 0.0 0.0
H -1.253 1.411 -1.943 0.0 0.1 -0.1
C -5.759 1.324 -3.021 1.7 -0.6 -0.7
C -6.254 2.602 -3.310 -1.0 1.3 0.0
C -7.489 3.002 -2.804 1.2 0.4 -0.8
C -8.243 2.140 -2.008 -0.1 0.0 0.0
C -7.749 0.867 -1.721 1.0 -1.1 -0.1
C -6.516 0.456 -2.221 -1.3 -0.6 1.0
S -4.198 0.742 -3.626 -1.8 0.7 0.6
H -3.870 1.859 -4.299 0.0 0.0 0.0
H -5.675 3.283 -3.929 -0.1 -0.1 0.1
H -7.861 3.996 -3.036 0.1 -0.2 0.0
H -9.205 2.456 -1.616 0.1 0.0 -0.1
H -8.326 0.185 -1.103 0.1 0.1 -0.1
H -6.139 -0.537 -1.993 -0.1 0.1 0.0
S 2.432 -2.071 -0.100 -1.1 0.9 -2.7
C 3.054 -2.539 1.323 2.4 -2.8 3.0
N 2.424 -3.418 2.206 1.2 2.4 -1.6
C 3.387 -3.879 3.181 0.3 -1.0 1.1
C 4.715 -3.163 2.815 1.0 -0.4 0.9
N 4.407 -2.390 1.638 -3.3 -0.2 -0.8
H 1.449 -3.741 2.136 1.1 0.4 -0.2
H 3.506 -4.980 3.083 -0.1 0.7 0.3
H 3.056 -3.621 4.209 0.3 -0.3 -0.5
H 5.509 -3.904 2.580 -0.4 0.5 0.3
H 5.056 -2.485 3.626 -0.1 -0.6 -0.4
H 5.088 -1.832 1.102 -0.9 -0.6 0.3
```
Positions in Å, forces in eV/Å.

=====

- Which formula does entry 4 have?
  C20H43CoN2P3S2